[1]
41
Properties=species:S:1:pos:R:3:forces:R:3 method="wB97M-V/def2-TZVPD" mol_weight_g_mol=362.35 gap_ev=9.17 e_tot_ev=-33869.4991 largest_force_ev_per_a=1.50 total_charge=0
H -0.66191 0.82048 -1.70108 0.0 0.2 0.0
C 6.59473 -0.56927 0.43364 0.0 0.0 0.0
H -7.09356 -0.94940 -1.64062 0.0 0.0 0.0
H 7.33145 1.43350 0.61771 0.1 0.1 0.0
H -8.38653 -0.92701 -0.41709 0.1 0.1 -0.1
N 0.84772 1.66261 -0.57849 0.8 0.0 -0.1
H 5.10083 2.46362 0.29695 0.0 0.1 0.0
H -3.00287 1.27866 -1.60130 0.0 0.1 -0.1
C -3.39038 0.71962 -0.76396 0.4 -0.1 0.3
C 4.22609 -0.78773 0.09812 0.7 0.5 0.0
H -5.32514 0.62326 -1.63367 -0.1 0.0 -0.1
H -4.88269 -1.26747 2.17720 0.0 -0.1 0.1
C -0.54085 1.45646 -0.82092 -0.4 -0.2 0.3
N 2.61287 2.58579 0.04165 0.7 0.1 0.2
C 1.94145 -1.71531 0.59001 0.6 -0.3 -0.2
C 6.46334 0.81053 0.46634 0.0 0.0 0.0
C -4.44775 -0.70917 1.36389 -0.2 0.0 -0.1
N 1.37978 2.80759 -0.23247 -0.8 0.8 0.0
C -2.57094 0.38723 0.31451 -0.5 -0.2 0.1
C 4.08963 0.60542 0.09301 0.4 -0.5 0.0
H -1.00484 2.43228 -0.97362 0.0 -0.1 -0.1
C -7.43038 -0.49358 -0.70487 -0.2 0.1 -0.2
C -5.26643 -0.37235 0.27825 0.3 0.1 0.0
N 3.10878 -2.62312 -0.98295 1.2 0.2 -0.7
C -3.12856 -0.33501 1.37892 0.0 0.1 -0.2
C -1.15428 0.74877 0.40702 0.2 0.2 -0.2
C 5.22278 1.39179 0.29243 -0.1 -0.1 0.0
H -7.54971 0.58510 -0.84411 0.0 0.0 0.0
N 1.25218 -2.70120 0.08321 -0.7 0.5 0.9
H 1.63866 -1.08356 1.39616 -0.1 0.2 0.2
N 1.69948 0.66955 -0.53663 0.3 -0.1 -0.1
C 2.81860 1.26223 -0.13246 -1.0 0.1 -0.3
H -2.49047 -0.59413 2.20958 0.0 0.0 0.1
N 2.00250 -3.22235 -0.88182 -0.1 -0.8 -0.7
C -4.71949 0.34825 -0.78471 -0.5 -0.1 -0.1
H 7.56468 -1.02693 0.55306 0.1 0.0 0.0
O -0.46684 0.51746 1.37350 -0.1 0.0 0.0
O -6.54809 -0.78260 0.35619 0.2 -0.1 0.2
C 5.47913 -1.36591 0.25252 -0.1 0.0 0.0
N 3.12448 -1.64236 -0.06871 -1.3 -0.4 0.6
H 5.56257 -2.44175 0.22560 0.0 -0.1 0.0

[2]
42
Properties=species:S:1:pos:R:3:forces:R:3 method="wB97M-V/def2-TZVPD" mol_weight_g_mol=601.04 gap_ev="5.24 / 5.47" e_tot_ev=-141625.6179 multiplicity=5 largest_force_ev_per_a=2.84 total_charge=0
C -14.33222 5.29180 -5.57986 -0.5 0.7 -0.4
H -10.11546 3.99695 -5.01136 -0.1 0.0 0.4
S -15.35334 2.70054 -7.70664 0.3 0.3 -1.5
C -11.75190 2.84484 -5.30025 -1.0 -0.7 -0.9
H -10.85705 2.80560 -3.37951 -0.2 -0.1 0.0
H -16.24143 4.59519 -6.31332 0.1 0.0 0.5
H -12.54653 1.15697 -2.44385 0.1 0.4 0.1
H -14.43269 0.51122 -3.88939 0.1 -0.5 -0.3
H -7.89809 6.23162 -8.13695 -0.4 -0.1 0.1
C -15.15650 4.52173 -3.07950 -0.3 0.1 1.0
C -8.82566 5.65700 -8.10446 -1.1 -0.5 0.3
C -11.69005 2.43436 -3.97646 0.9 -0.3 1.1
N -12.69070 2.36757 -6.14813 0.6 -1.1 1.1
N -11.20171 4.14498 -7.99945 1.1 0.1 -1.6
As -15.73527 3.59309 -9.72335 1.0 0.9 0.8
C -10.47997 4.32397 -6.91997 1.5 -0.3 0.7
H -12.76309 5.98519 -6.81976 -0.9 -0.2 -0.4
N -10.76399 3.71060 -5.71861 -0.5 0.6 -0.2
C -13.62372 5.77151 -4.47393 -1.5 -1.7 1.8
H -8.61803 5.05521 -6.06747 0.0 0.0 0.4
H -13.41357 5.56594 -2.30545 -0.5 -0.1 -0.6
C -10.67052 4.60445 -9.18958 -0.8 0.2 0.1
H -15.42013 4.15124 -2.08040 0.1 0.1 -0.4
H -14.39569 5.90670 -7.63868 0.1 0.0 0.0
C -13.51750 1.34479 -5.66499 0.5 2.4 0.6
S -13.64862 4.45692 -9.97351 -1.1 -0.9 0.1
H -9.41654 6.04532 -10.20448 0.1 -0.8 0.6
H -16.94860 3.72577 -3.95914 0.0 0.3 -0.2
H -14.19590 0.98448 -6.40320 -0.4 -0.4 -0.2
H -11.18492 4.21122 -10.07137 0.1 0.6 0.3
S -16.12044 2.04217 -11.11178 -0.4 -0.1 -0.4
C -13.61174 1.06252 -4.31963 1.1 0.1 0.2
C -14.03062 5.32152 -3.18873 0.6 0.2 -0.6
C -16.03761 4.28874 -4.14850 0.8 0.3 -0.3
C -9.24861 5.01766 -6.93571 0.4 0.8 -1.5
C -9.61924 5.48602 -9.27181 0.5 0.1 0.2
Ru -13.20011 3.61180 -7.83851 -0.8 -1.4 -0.1
C -15.64633 4.72274 -5.40861 1.0 0.1 0.5
C -13.73821 5.44325 -6.90361 0.2 1.5 0.3
S -17.21367 5.06520 -9.81292 0.0 -0.5 -0.2
C -12.58934 1.54458 -3.45188 -1.1 -0.1 -1.3
Cl -12.29947 6.86496 -4.55721 0.5 0.1 -0.2

[3]
48
Properties=species:S:1:pos:R:3:forces:R:3 method="wB97M-V/def2-TZVPD" mol_weight_g_mol=805.26 gap_ev="4.14 / 4.14" e_tot_ev=-157448.0006 e_above_lowest_kj_mol=88.5 largest_force_ev_per_a=1.88 total_charge=-1
H 1.45528 -1.50084 -1.14733 0.0 0.0 0.0
H 2.18282 -3.11966 -1.22087 0.0 0.0 0.0
H -1.24647 0.21110 -3.83733 0.0 0.0 0.0
H 0.19473 -4.08787 -2.21171 0.0 0.0 0.0
Cl -2.41719 0.32599 6.55097 0.0 0.0 0.0
F 2.82135 4.58647 3.50175 -0.1 -0.2 -0.1
C 1.55067 1.41168 -2.38196 0.1 0.1 -0.1
C 0.56952 1.85995 1.33308 -1.1 -0.6 -0.4
S -1.03434 1.93962 -1.56007 0.8 -0.4 0.6
C -1.17317 -2.70117 -1.28968 0.2 -0.2 0.1
Se -3.06973 -0.26655 1.20783 1.7 0.5 0.7
C -2.45905 0.14193 4.77922 -0.2 0.0 -0.2
S 0.68866 -2.81072 0.64421 -0.1 0.0 0.0
H -1.04049 -4.33781 0.11799 0.0 0.0 0.0
H -2.03375 -3.17705 -1.77293 0.0 0.1 0.0
O -3.63445 -0.62646 -0.31130 -0.1 -0.3 -0.7
H -3.05757 0.94190 4.35540 0.0 -0.1 0.0
H 2.85443 -0.46103 -4.88535 0.0 0.0 0.0
C 0.71535 3.82808 2.74290 0.1 0.1 0.0
F -1.34908 3.07008 1.98881 0.4 -0.1 0.0
C -0.02056 2.91000 2.01003 -0.7 0.2 0.1
O -2.96270 -1.64015 2.09763 -0.4 -0.5 0.2
H -2.27985 -1.06453 -1.07335 -0.8 0.1 0.3
H -1.67794 -2.84830 0.86971 -0.1 0.1 0.1
H 0.44159 -0.81159 -5.32478 0.0 0.0 0.0
O -3.92187 0.90127 1.95034 -0.5 0.0 0.1
C 0.13084 -3.01473 -2.01557 0.0 0.0 0.0
C 0.75851 -0.19022 -4.49549 0.1 0.0 -0.1
C 2.71665 2.66768 2.12924 -0.1 0.1 0.1
C 2.11182 0.00503 -4.25150 -0.1 0.0 -0.1
F 0.11989 4.83490 3.39718 0.1 -0.2 -0.1
O -1.33376 -1.29820 -1.30989 0.4 0.6 0.3
H -2.87568 -0.82852 4.53515 0.0 0.0 -0.1
Au -0.56366 0.43317 0.32907 0.1 0.5 -0.6
C 1.25362 -2.57157 -1.08053 0.0 -0.1 0.0
O 0.63749 -1.44294 1.27065 0.2 0.2 0.1
C 2.09358 3.70304 2.80228 0.1 0.1 0.1
H 3.55283 0.97122 -2.98521 0.0 0.0 0.0
F 2.60847 0.79136 0.75657 -0.2 0.2 0.1
C 1.94429 1.76772 1.40829 0.4 -0.5 -0.4
C 0.18773 1.20342 -2.60417 0.1 0.1 -0.2
C -0.19301 0.39051 -3.67307 -0.2 0.1 0.1
C -0.98710 -3.24720 0.12080 0.0 0.0 0.0
C 2.50163 0.80799 -3.18758 0.0 0.0 0.1
H 0.18069 -2.47996 -2.96270 0.0 0.0 0.0
Cl -0.84849 0.22540 4.06330 0.2 0.0 0.1
H 1.85321 2.04331 -1.55796 0.0 0.0 0.0
F 4.05427 2.55426 2.17796 -0.2 -0.1 -0.1

[4]
43
Properties=species:S:1:pos:R:3:forces:R:3 method="wB97M-V/def2-TZVPD" mol_weight_g_mol=729.57 gap_ev="7.35 / 4.89" e_tot_ev=-163181.4146 multiplicity=2 largest_force_ev_per_a=1.79 total_charge=+2
C -2.58111 -0.29004 2.90911 -0.2 -0.3 0.6
H -2.78794 1.38179 1.60967 0.1 0.1 -0.2
H -3.27130 -0.20099 0.90709 0.0 0.1 -0.2
C -1.63065 -0.25734 -3.30413 0.4 0.2 0.2
H 1.89507 -1.81440 2.94718 -0.2 -0.3 0.3
C -1.26926 -0.56517 2.91909 -0.1 -0.5 -0.5
C 2.37010 -0.49810 -0.68056 0.1 1.0 0.5
H 2.56451 0.94669 0.87386 0.0 0.3 0.1
C -2.13705 0.71495 -4.18441 0.1 -0.4 0.3
C 1.08442 -0.38438 1.59848 1.0 0.4 1.2
C 1.75161 0.39081 0.42670 -0.2 -1.3 -1.0
H 1.94168 -1.49348 -0.73553 -0.2 0.0 -0.2
C 1.66768 -1.77412 1.89556 -0.2 0.2 -1.0
H 3.41943 -0.64045 -0.43918 0.2 -0.2 -0.1
N 1.65401 1.24313 -2.52785 -0.9 -0.7 1.4
C -0.38264 -0.10137 -2.76726 -0.1 -0.9 -0.3
Cu 1.84466 0.01351 5.22667 -0.8 -0.2 -0.5
O -0.37154 1.32791 1.88641 0.7 -0.1 0.1
C -1.35042 1.81942 -4.52885 -0.2 0.2 -0.1
I -3.86887 -0.84664 4.48103 0.2 0.1 -0.3
C -3.27597 0.42979 1.78904 -0.2 -0.1 0.2
C -0.42701 -0.09945 1.72135 0.6 0.0 0.3
H -0.02579 -0.86999 -2.09957 0.2 0.0 0.2
O 2.98044 -0.53435 -2.94535 0.0 -0.2 -0.5
O 1.49102 0.44397 2.77583 0.0 -0.1 0.0
H -3.13219 0.57798 -4.57330 -0.1 0.1 -0.2
C 0.67946 1.52804 2.76563 -1.3 0.1 -0.9
O 0.79948 2.49893 3.40631 0.5 0.5 0.8
C 2.38063 0.04022 -2.10082 0.2 -0.4 0.1
H -4.30813 0.62900 2.03841 -0.1 0.0 0.1
C -0.10701 1.98224 -3.98872 -0.3 0.8 -0.1
H 1.04890 1.08013 -0.02871 -0.2 0.1 0.3
C 0.81944 -2.98873 1.54439 0.0 -0.1 0.6
O 0.57233 -3.81169 2.34839 -0.1 -0.3 0.1
H 0.49369 2.83479 -4.26768 0.1 0.0 0.0
F -0.96161 -0.42208 0.52464 -0.5 0.4 0.0
H 1.63247 1.97291 -1.81364 0.5 0.6 -0.7
H -1.76010 2.53389 -5.22327 0.1 0.2 -0.1
C 0.41102 1.03580 -3.07193 0.0 0.0 -0.4
H 2.62011 -1.92121 1.38983 0.1 0.2 -0.2
Br 0.18763 -3.27140 -0.26958 0.1 0.1 -0.1
I -0.43776 -1.52511 4.59800 0.5 0.3 0.3
H -2.22345 -1.11543 -3.03231 -0.1 -0.1 0.0

[5]
42
Properties=species:S:1:pos:R:3:forces:R:3 method="wB97M-V/def2-TZVPD" mol_weight_g_mol=552.44 gap_ev="6.43 / 5.56" e_tot_ev=-122215.5829 multiplicity=2 largest_force_ev_per_a=1.21 total_charge=+1
O -3.63614 -0.06079 4.22657 0.0 0.0 0.0
Br 2.86482 0.65537 -0.33693 -0.1 -0.1 0.1
H 1.87462 -1.81833 5.59039 0.0 0.0 0.0
C -3.64116 0.18312 1.81251 0.0 0.1 0.0
Ru 0.24626 0.08510 0.46537 0.2 0.6 -1.1
C 0.19062 -1.85002 0.23476 0.1 -0.2 0.7
C 2.86112 -0.03123 4.86543 0.0 0.0 0.0
N -0.07593 0.00562 2.34780 -0.1 -0.3 0.3
C 2.47147 3.52974 -0.43499 0.0 0.0 -0.1
H -6.37254 0.40688 -0.19703 0.0 0.0 0.0
C 0.76827 -0.14787 3.34383 0.0 -0.1 0.1
C -5.67813 0.11616 3.10948 0.0 0.0 0.0
C -4.41417 0.30033 0.64691 0.0 0.0 0.0
H -6.15256 0.03991 4.07811 0.0 0.0 0.0
C -0.73074 5.59594 -0.25055 0.0 0.0 0.0
C -5.78688 0.32564 0.70745 0.0 0.0 0.0
C -6.41456 0.23790 1.95185 0.0 0.0 0.0
H -7.49488 0.25706 2.01149 0.0 0.0 0.0
N 0.58133 2.08155 -0.30040 0.2 0.1 0.5
S 2.47398 -0.26225 3.10561 -0.1 0.0 -0.1
H -1.26131 5.60277 0.70211 0.0 0.0 0.0
H 2.01300 5.61914 -0.44465 0.0 0.0 0.0
H -1.29902 2.90150 -0.20967 0.0 0.0 0.1
O -1.65709 0.41550 0.51655 -0.4 -0.2 0.0
H 2.88749 1.03698 5.07558 0.0 0.0 0.0
C -4.28560 0.07720 3.05697 0.0 0.0 0.0
N 0.16217 -3.00678 0.25578 0.0 0.1 -0.2
C -2.18952 0.18203 1.69286 0.1 0.0 0.0
N -1.41755 -0.03699 2.72286 0.1 0.0 0.0
H 3.54242 3.64722 -0.50714 0.0 0.0 0.0
H -1.47658 5.52572 -1.04205 0.0 0.0 0.0
H -3.90433 0.35986 -0.30449 0.0 0.0 0.0
C 1.78209 -0.73499 5.65762 0.0 0.0 0.0
S 0.17708 -0.26103 4.95569 0.0 0.0 0.0
C -0.24288 3.13561 -0.26405 0.0 -0.1 -0.2
H -2.68075 -0.13108 4.05497 0.0 0.0 0.0
H 3.84513 -0.46175 5.04336 0.0 0.0 0.0
C 0.22649 4.44120 -0.31044 0.0 0.0 -0.1
C 1.89187 2.28792 -0.37466 0.0 0.1 -0.1
H 1.78922 -0.43695 6.70478 0.0 0.0 0.0
H -0.20818 6.54397 -0.35518 0.0 0.0 0.0
C 1.60490 4.61703 -0.40095 0.0 0.0 0.0